Run 1
Here is a structure of composition C19H16AlN3O7S3 from the Open Molecules 2025 dataset. Energies are from wB97M-V/def2-TZVPD.

Calculated values
Frontier orbital gap   9.49 eV
Highest occupied orbital energy   -9.47 eV

Last column: natural (NBO) charge in e.
Positions of all 49 atoms, in Å:
Al 0.2762 0.3386 0.0524  2.00
C 1.6760 -6.8684 0.5810  -0.63
C 1.8479 -5.4008 0.3119  0.02
C 0.8861 -4.4850 0.7362  -0.20
C 0.9745 -3.1489 0.3907  -0.20
C 2.0555 -2.7168 -0.3675  -0.29
C 3.0439 -3.6012 -0.7685  -0.19
C 2.9351 -4.9379 -0.4253  -0.21
S 2.1565 -1.0322 -0.9122  2.28
O 3.1660 -0.9422 -1.9167  -0.90
O 0.7519 -0.7013 -1.4050  -1.04
N 2.2466 0.0113 0.2696  -1.04
C 2.5855 -0.4071 1.6223  -0.35
C 1.2871 -0.4876 2.4482  0.79
O 1.2780 -0.8137 3.6076  -0.59
O 0.2094 -0.1787 1.7474  -0.91
H 1.1542 -7.0460 1.5202  0.22
H 2.6354 -7.3829 0.6034  0.22
H 1.0790 -7.3090 -0.2206  0.23
H 0.0534 -4.8211 1.3414  0.22
H 0.2053 -2.4523 0.6974  0.24
H 3.8707 -3.2296 -1.3596  0.25
H 3.7031 -5.6339 -0.7390  0.22
H 3.2499 0.3176 2.0924  0.23
H 3.0768 -1.3816 1.6569  0.23
S -3.8669 -0.1172 -1.4204  0.54
C -3.8462 0.3200 0.2415  -0.44
C -2.5903 0.2132 0.7305  -0.03
N -1.6552 -0.1881 -0.1961  -0.60
C -2.1983 -0.3834 -1.3752  -0.09
H -4.7443 0.5999 0.7645  0.26
H -2.2664 0.4072 1.7419  0.26
H -1.6264 -0.7022 -2.2307  0.27
O -0.4488 3.5223 -4.4987  -0.91
S -1.2205 3.5569 -3.2958  2.29
O -2.6523 3.5514 -3.4069  -0.93
N -0.7644 2.3276 -2.2758  -0.78
C -0.2530 2.7946 -1.1862  0.62
O 0.1853 2.0706 -0.2008  -0.84
C -0.1656 4.2706 -1.0851  -0.07
C 0.3195 5.0281 -0.0345  -0.18
C 0.2793 6.4116 -0.1563  -0.20
C -0.2228 7.0114 -1.3057  -0.19
C -0.7143 6.2450 -2.3580  -0.19
C -0.6802 4.8766 -2.2169  -0.30
H 0.7157 4.5483 0.8504  0.23
H 0.6359 7.0308 0.6561  0.22
H -0.2216 8.0902 -1.3877  0.22
H -1.1199 6.6988 -3.2524  0.24


Run 2
Here is a structure of composition C19H16AlN3O7S3 from the Open Molecules 2025 dataset. Energies are from wB97M-V/def2-TZVPD.

Calculated values
Frontier orbital gap   9.40 eV
Highest occupied orbital energy   -9.41 eV

Last column: natural (NBO) charge in e.
Positions of all 49 atoms, in Å:
Al 0.3263 0.5115 0.4908  2.00
C 1.4990 -7.0651 -1.1683  -0.63
C 1.6861 -5.6041 -0.8695  0.02
C 0.5748 -4.7698 -0.7252  -0.22
C 0.7267 -3.4253 -0.4568  -0.11
C 2.0102 -2.9029 -0.3347  -0.38
C 3.1291 -3.7030 -0.4781  -0.15
C 2.9557 -5.0544 -0.7448  -0.22
S 2.2005 -1.2002 0.0365  2.33
O 3.5945 -0.8720 -0.0054  -0.92
O 1.2878 -0.4743 -0.9263  -1.02
N 1.4224 -0.8219 1.3425  -1.09
C 2.0458 -0.3594 2.5729  -0.34
C 1.4056 0.9983 2.9195  0.79
O 1.6273 1.5415 3.9700  -0.60
O 0.6233 1.4829 1.9713  -0.89
H 0.7967 -7.5190 -0.4684  0.22
H 2.4415 -7.6066 -1.1075  0.22
H 1.0941 -7.2027 -2.1726  0.23
H -0.4214 -5.1832 -0.8281  0.22
H -0.1389 -2.7835 -0.3509  0.23
H 4.1153 -3.2706 -0.3827  0.24
H 3.8261 -5.6887 -0.8572  0.22
H 3.1222 -0.2104 2.4652  0.23
H 1.8688 -1.0374 3.4073  0.22
S 0.0333 3.5899 -2.6804  0.54
C -0.0411 4.3297 -1.1371  -0.45
C 0.0910 3.3988 -0.1677  -0.02
N 0.2476 2.1143 -0.6488  -0.62
C 0.2431 2.0812 -1.9631  -0.09
H -0.1756 5.3916 -1.0250  0.26
H 0.0896 3.5522 0.8997  0.26
H 0.3349 1.1645 -2.5251  0.28
O -3.1149 1.0218 -3.5245  -0.93
S -3.0380 -0.2114 -2.7952  2.30
O -3.0134 -1.4466 -3.5179  -0.92
N -1.7558 -0.1389 -1.7538  -0.80
C -2.1656 -0.1181 -0.5256  0.62
O -1.3769 -0.0133 0.4923  -0.82
C -3.6349 -0.2011 -0.3130  -0.07
C -4.3436 -0.2159 0.8737  -0.18
C -5.7289 -0.2984 0.7962  -0.20
C -6.3748 -0.3601 -0.4357  -0.18
C -5.6565 -0.3402 -1.6273  -0.18
C -4.2845 -0.2593 -1.5304  -0.31
H -3.8280 -0.1631 1.8235  0.24
H -6.3165 -0.3135 1.7046  0.22
H -7.4546 -0.4224 -0.4664  0.22
H -6.1546 -0.3853 -2.5860  0.24


Most stable structure - run 2; separation to the second - 0.0124 hartree.


Run 1
Here is a structure of composition C46H41N2O4S3SbTi from the Open Molecules 2025 dataset. Energies are from wB97M-V/def2-TZVPD.

Calculated values
Frontier orbital gap (alpha / beta)   4.58 / 4.62 eV
Highest occupied orbital energy (alpha / beta)   -0.59 / -0.64 eV
Net charge   -2

Last column: Löwdin charge in e.
Positions of all 98 atoms, in Å:
Ti 0.4672 -0.1973 -1.0326  0.60
O -1.1600 -1.0246 -0.7794  -0.36
N -1.2190 -2.3693 -0.7960  -0.15
C -1.4712 -2.9791 0.3838  -0.03
C -1.5681 -4.3343 0.4701  -0.11
C -1.4046 -5.0973 -0.6962  -0.08
C -1.1636 -4.4654 -1.8900  -0.10
C -1.0534 -3.0635 -1.9870  -0.72
S -0.7349 -2.2174 -3.4040  0.64
H -1.5670 -2.3080 1.2248  0.14
H -1.7581 -4.7930 1.4293  0.10
H -1.4441 -6.1778 -0.6535  0.10
H -1.0394 -5.0286 -2.8018  0.10
O 2.1434 1.0177 -0.9178  -0.64
S 1.4219 2.2426 -0.3765  0.70
C 2.0939 3.6929 -1.2830  -0.32
C 2.6359 4.6434 -0.2295  -0.25
C 3.4887 3.7679 0.6882  -0.25
C 2.5876 2.6083 1.0745  -0.28
H 1.2895 4.1022 -1.8899  0.06
H 2.8788 3.2890 -1.9239  0.10
H 1.7991 5.0672 0.3349  0.11
H 3.2020 5.4662 -0.6727  0.11
H 3.8678 4.3118 1.5581  0.10
H 4.3480 3.3966 0.1234  0.11
H 1.9319 2.8615 1.9121  0.08
H 3.1112 1.6793 1.2944  0.09
O 0.3548 0.1815 0.8583  -0.27
C 0.6960 -0.2166 2.0169  -0.46
C -0.1943 0.1437 3.2031  -0.09
C 0.6114 -0.3831 4.3735  -0.10
C 1.8218 -1.0628 3.6852  -0.50
O 2.6870 -1.6296 4.3141  0.04
N 1.7705 -0.8931 2.3222  0.21
H -1.1653 -0.3412 3.0794  0.11
H -0.3762 1.2196 3.2079  0.11
H 0.0791 -1.1087 4.9877  0.11
H 0.9852 0.4014 5.0320  0.11
C 1.7484 -1.5609 -1.7030  -0.13
C 2.5400 -2.4092 -1.2534  -0.12
C 3.4736 -3.3198 -0.7800  -0.19
C 4.7714 -3.3673 -1.4285  -0.18
C 5.2383 -2.2620 -2.1752  -0.03
C 6.4561 -2.2914 -2.8267  -0.12
C 7.2675 -3.4214 -2.7717  -0.15
C 6.8219 -4.5255 -2.0558  -0.13
C 5.6015 -4.5067 -1.4014  -0.06
C 3.0973 -4.1393 0.3642  -0.18
C 4.0429 -4.6450 1.2745  -0.06
C 3.6593 -5.4121 2.3611  -0.12
C 2.3214 -5.7037 2.5882  -0.14
C 1.3681 -5.1812 1.7226  -0.11
C 1.7436 -4.4085 0.6401  -0.03
H 4.6209 -1.3738 -2.2117  0.10
H 6.7839 -1.4205 -3.3846  0.09
H 8.2287 -3.4405 -3.2733  0.07
H 7.4352 -5.4205 -2.0186  0.08
H 5.2662 -5.3937 -0.8795  0.10
H 5.0864 -4.3899 1.1425  0.10
H 4.4128 -5.7699 3.0552  0.09
H 2.0248 -6.3058 3.4390  0.08
H 0.3153 -5.3772 1.9018  0.07
H 0.9904 -3.9995 -0.0212  0.08
S -0.2481 1.6746 -2.2421  0.15
Sb -2.0776 2.0186 -0.1219  1.42
C -3.6355 1.4271 -1.5397  -0.36
C -3.4292 0.4027 -2.4595  -0.14
C -4.4530 -0.0173 -3.3009  -0.09
C -5.6926 0.6023 -3.2545  -0.12
C -5.8970 1.6557 -2.3731  -0.11
C -4.8784 2.0589 -1.5202  -0.14
C -3.8419 2.2777 1.3490  -0.35
C -4.3409 3.3983 2.0122  -0.14
C -5.2245 3.2853 3.0817  -0.13
C -5.6421 2.0368 3.5184  -0.13
C -5.1805 0.9019 2.8605  -0.12
C -4.2914 1.0335 1.8046  -0.17
C -2.2007 4.0894 -0.8105  -0.37
C -2.0423 5.1614 0.0636  -0.16
C -2.1154 6.4749 -0.3884  -0.12
C -2.3397 6.7320 -1.7320  -0.12
C -2.4665 5.6711 -2.6214  -0.10
C -2.3921 4.3634 -2.1645  -0.15
H -2.4617 -0.0673 -2.5367  0.01
H -4.2684 -0.8346 -3.9892  0.10
H -6.4946 0.2715 -3.9058  0.09
H -6.8577 2.1595 -2.3464  0.09
H -5.0500 2.8725 -0.8249  0.09
H -4.0508 4.3907 1.6774  0.07
H -5.5917 4.1761 3.5829  0.09
H -6.3122 1.9438 4.3656  0.08
H -5.5140 -0.0812 3.1768  0.09
H -3.9313 0.1380 1.2967  0.09
H -1.8529 4.9669 1.1150  0.09
H -2.0016 7.2984 0.3087  0.09
H -2.4093 7.7541 -2.0871  0.09
H -2.6300 5.8677 -3.6752  0.09
H -2.4534 3.5384 -2.8639  0.08


Run 2
Here is a structure of composition C46H41N2O4S3SbTi from the Open Molecules 2025 dataset. Energies are from wB97M-V/def2-TZVPD.

Calculated values
Frontier orbital gap   4.52 eV
Highest occupied orbital energy   -0.62 eV
Net charge   -2

Last column: Löwdin charge in e.
Positions of all 98 atoms, in Å:
Ti 0.8276 -0.2343 -0.1105  0.43
O 1.5485 -2.0354 0.4473  -0.30
N 1.3564 -2.3602 1.7325  -0.20
C 0.7857 -3.5571 1.9687  -0.02
C 0.4891 -3.9642 3.2376  -0.06
C 0.7862 -3.0953 4.2915  -0.07
C 1.3615 -1.8789 4.0317  -0.09
C 1.6370 -1.4610 2.7155  -0.69
S 2.2120 0.0847 2.2882  0.65
H 0.5512 -4.1170 1.0768  0.14
H -0.0358 -4.8965 3.3885  0.10
H 0.5165 -3.3608 5.3059  0.11
H 1.5512 -1.1644 4.8191  0.10
O -4.8147 -0.6132 -2.0871  -0.60
S -3.6360 -0.5518 -1.1458  0.89
C -4.3590 -0.2131 0.5014  -0.31
C -4.0776 1.2430 0.8733  -0.23
C -3.9168 2.0061 -0.4401  -0.24
C -2.9811 1.1299 -1.2600  -0.34
H -3.9705 -0.9255 1.2258  0.05
H -5.4189 -0.4037 0.3225  0.08
H -3.1431 1.3002 1.4355  0.10
H -4.8743 1.6464 1.5029  0.11
H -3.4799 2.9913 -0.2815  0.09
H -4.8796 2.1161 -0.9487  0.10
H -1.9837 1.1033 -0.8206  0.03
H -2.9091 1.3598 -2.3223  0.09
O 2.5520 1.0818 -0.6462  -0.17
C 1.9149 2.1038 -0.3241  -0.61
C 2.4629 3.5038 -0.2038  -0.08
C 1.3037 4.2240 0.4775  -0.08
C 0.1521 3.2048 0.4552  -0.47
O -0.9767 3.4534 0.8058  0.07
N 0.6253 1.9958 -0.0149  0.08
H 2.6700 3.8802 -1.2082  0.11
H 3.3978 3.4956 0.3548  0.12
H 0.9881 5.1457 -0.0088  0.11
H 1.5155 4.4490 1.5239  0.12
C -0.7948 -0.6077 1.0228  -0.13
C -1.4973 -0.9457 1.9790  -0.17
C -2.2475 -1.3615 3.0908  -0.22
C -2.3512 -0.4300 4.2026  -0.18
C -3.3731 -0.4825 5.1732  -0.07
C -3.4468 0.4369 6.2074  -0.13
C -2.5172 1.4634 6.3213  -0.15
C -1.5194 1.5556 5.3540  -0.11
C -1.4363 0.6401 4.3224  -0.04
C -2.6887 -2.7347 3.1274  -0.20
C -2.9684 -3.4467 4.3183  -0.07
C -3.2581 -4.8017 4.3142  -0.14
C -3.3006 -5.5319 3.1326  -0.16
C -3.0368 -4.8507 1.9435  -0.12
C -2.7421 -3.5032 1.9378  -0.06
H -4.1455 -1.2352 5.0856  0.10
H -4.2569 0.3599 6.9261  0.08
H -2.5786 2.1832 7.1290  0.07
H -0.7903 2.3575 5.4047  0.09
H -0.6557 0.7375 3.5758  0.09
H -2.8995 -2.9397 5.2707  0.09
H -3.4425 -5.2994 5.2619  0.08
H -3.5323 -6.5900 3.1347  0.07
H -3.0598 -5.3833 0.9987  0.09
H -2.5117 -3.0107 0.9994  0.10
S 0.2336 -0.6710 -2.1110  0.15
Sb 1.9023 1.3898 -3.9923  1.46
C 3.2451 -0.2837 -4.1438  -0.39
C 3.8170 -0.8378 -3.0027  -0.12
C 4.6857 -1.9181 -3.1028  -0.09
C 4.9896 -2.4573 -4.3438  -0.11
C 4.4197 -1.9150 -5.4891  -0.11
C 3.5533 -0.8357 -5.3861  -0.15
C 0.7159 0.7204 -5.6759  -0.38
C 0.4795 1.5067 -6.7995  -0.13
C -0.3133 1.0458 -7.8441  -0.11
C -0.8845 -0.2157 -7.7776  -0.12
C -0.6541 -1.0113 -6.6636  -0.09
C 0.1380 -0.5483 -5.6222  -0.15
C 3.1853 2.6831 -5.2305  -0.37
C 2.7015 3.9476 -5.5762  -0.18
C 3.4826 4.8698 -6.2598  -0.11
C 4.7925 4.5550 -6.5925  -0.12
C 5.3061 3.3182 -6.2306  -0.11
C 4.5113 2.3966 -5.5587  -0.12
H 3.5727 -0.4340 -2.0280  0.07
H 5.1114 -2.3448 -2.2029  0.10
H 5.6601 -3.3056 -4.4192  0.09
H 4.6437 -2.3381 -6.4618  0.09
H 3.1025 -0.4251 -6.2834  0.10
H 0.9291 2.4891 -6.8826  0.07
H -0.4834 1.6760 -8.7097  0.09
H -1.5099 -0.5756 -8.5862  0.09
H -1.1024 -1.9952 -6.5962  0.10
H 0.2942 -1.1742 -4.7522  0.03
H 1.6898 4.2299 -5.2972  0.09
H 3.0727 5.8381 -6.5237  0.09
H 5.4105 5.2719 -7.1200  0.09
H 6.3332 3.0682 -6.4723  0.09
H 4.9352 1.4369 -5.2897  0.08


Most stable structure - run 2; separation to the second - 0.1013 hartree.


Run 1
Here is a cluster of 2 separate species, C4H9ClNOP in total from the Open Molecules 2025 dataset. Energies are from wB97M-V/def2-TZVPD.

Calculated values
Frontier orbital gap (alpha / beta)   6.72 / 3.48 eV
Highest occupied orbital energy (alpha / beta)   -9.09 / -7.30 eV

Last column: natural (NBO) charge in e.
Positions of all 17 atoms, in Å:
C -3.3358 0.0553 0.4130  -0.30
C -2.1540 0.5810 0.3967  -0.61
C 1.3908 -1.1160 -0.6902  -0.45
C 1.2136 1.1581 0.0494  -0.44
N 0.5384 -0.0753 -0.2183  -0.65
O -1.1261 -1.9587 0.4587  -0.99
P -0.7905 -0.5767 0.6036  1.90
Cl 4.6676 0.0391 -0.1447  -0.59
H -4.1069 0.8444 0.5194  0.22
H -3.4994 -0.9666 0.0803  0.24
H -1.9243 1.6300 0.6927  0.24
H 1.8322 -0.8570 -1.5685  0.23
H 2.2837 -1.2985 0.0871  0.25
H 0.9255 -1.9848 -1.0379  0.23
H 2.3255 1.0239 0.3109  0.28
H 1.2918 1.8989 -0.6796  0.22
H 0.4679 1.6030 0.7274  0.18


Run 2
Here is an isolated molecule of C4H9ClNOP from the Open Molecules 2025 dataset. Energies are from wB97M-V/def2-TZVPD.

Calculated values
Structure (SMILES)   CN(C)P(Cl)/C=C\O
Frontier orbital gap   9.37 eV
Highest occupied orbital energy   -8.65 eV

Last column: natural (NBO) charge in e.
Positions of all 17 atoms, in Å:
C 1.2368 -1.9826 0.1376  0.19
C 1.2383 -0.9850 1.0268  -0.71
C -0.7395 0.9394 -1.6001  -0.41
C -1.3078 0.5850 0.8126  -0.43
N -0.3289 0.8730 -0.1817  -0.78
O 1.0143 -1.7225 -1.1291  -0.66
P 1.2424 0.7683 0.3889  0.98
Cl 1.1248 1.7944 2.1965  -0.32
H 1.4547 -3.0724 0.3200  0.20
H 0.8730 -0.7795 -1.2583  0.48
H 1.7239 -1.0318 2.0489  0.24
H -1.6306 1.5616 -1.5149  0.21
H -0.0379 1.3989 -2.1976  0.21
H -0.8817 -0.0239 -2.1023  0.18
H -1.5286 -0.4173 0.8125  0.19
H -1.1782 1.0604 1.7794  0.23
H -2.2751 1.0339 0.4607  0.19


Most stable structure - run 2; separation to the second - 0.1097 hartree.